Formula: C6H12O
Source: the Open Molecules 2025 dataset
Level of theory: ωB97M-V with the def2-TZVPD basis set

Cartesian coordinates (Å):
C (1.6151, 1.0840, 0.3076)
C (0.8301, -0.2239, 0.2180)
C (1.5632, -1.3256, -0.5304)
C (-0.5279, 0.0645, -0.3831)
C (-1.7506, -0.8729, -0.1014)
C (-1.4980, 0.3478, 0.6701)
O (-1.6055, 0.8605, 1.7570)
H (1.0500, 1.8296, 0.8789)
H (2.5777, 0.9270, 0.8045)
H (1.8106, 1.4942, -0.6913)
H (0.6398, -0.5643, 1.2455)
H (2.5142, -1.5552, -0.0394)
H (1.7722, -1.0241, -1.5636)
H (0.9607, -2.2409, -0.5574)
H (-0.5351, 0.5282, -1.3720)
H (-2.4795, -0.9382, -0.9073)
H (-1.6171, -1.7837, 0.4735)
H (-2.6854, 1.6052, -0.4640)
H (-2.6343, 1.7878, 0.2549)

Computed properties:
HOMO level = -9.0 eV
HOMO-LUMO gap = 9.9 eV
E_tot = -310.93758 hartree
structure (SMILES) = CC(C)[C@H]1CC1=O.[H][H]
relative energy (zero: lowest compared OMol25 entry of this formula, charge and spin) = 319.51 kJ/mol
F_max = 0.02017 hartree/bohr

---

Formula: C2H2BrN
Source: the Open Molecules 2025 dataset
Level of theory: ωB97M-V with the def2-TZVPD basis set

Cartesian coordinates (Å):
C (0.5411, 2.1555, 0.0706)
C (-0.4089, 1.1572, 0.2842)
N (1.2923, 2.9853, -0.1489)
Br (-3.9297, -0.2482, -0.0487)
H (-0.8699, 0.7763, 1.1729)
H (-0.6607, 0.7723, -0.6864)

Computed properties:
HOMO level (alpha / beta) = -11.8 / -9.8 eV
HOMO-LUMO gap (alpha / beta) = 10.3 / 5.7 eV
E_tot = -2706.05635 hartree
relative energy (zero: lowest compared OMol25 entry of this formula, charge and spin) = 253.63 kJ/mol
F_max = 0.05442 hartree/bohr

---

Formula: C20H17Br12F7N2O2S
Source: the Open Molecules 2025 dataset
Level of theory: ωB97M-V with the def2-TZVPD basis set

Cartesian coordinates (Å):
C (-3.1157, 3.2176, 0.1018)
C (-3.1790, 2.0507, -0.7540)
C (-1.9468, 1.0152, -0.6204)
C (-2.0056, -0.2840, 0.2519)
C (-3.3545, -0.6829, 1.0441)
F (-4.5273, -0.4603, 0.2527)
F (-3.2760, -2.1234, 1.2121)
C (-3.4384, -0.0630, 2.5304)
F (-2.2474, 0.7199, 2.7546)
F (-3.3493, -1.1496, 3.4691)
C (-4.7901, 0.7433, 2.8780)
F (-4.5474, 1.3756, 4.1528)
F (-5.9293, -0.1040, 3.1043)
F (-5.0945, 1.7940, 1.9772)
C (-0.7657, -1.2808, 0.4163)
C (0.5640, -0.9239, -0.3341)
C (1.8100, -1.9033, -0.1218)
C (2.9035, -1.8804, -1.2976)
O (3.8888, -0.8210, -1.1582)
C (5.0955, -1.2791, -0.5617)
O (5.1238, -2.0033, 0.4875)
C (6.4644, -0.7694, -1.2790)
C (7.7222, -0.7304, -0.2810)
C (0.5332, 0.3657, -1.2210)
N (1.6199, 0.8637, -2.0281)
S (1.2361, 2.3177, -2.8273)
N (-0.4075, 2.5294, -2.3030)
C (-0.6490, 1.4029, -1.4432)
H (-3.2840, 4.2855, -0.2659)
H (-2.9357, 3.0357, 1.2296)
H (-4.0596, 1.9024, -1.4695)
H (-0.7947, -2.2276, 1.0472)
H (1.4086, -2.9800, -0.0555)
H (2.3465, -1.6450, 0.8603)
H (2.4157, -1.9043, -2.3481)
H (3.4803, -2.8849, -1.2181)
H (6.6192, -1.3899, -2.2263)
H (6.2467, 0.3300, -1.5796)
H (8.6658, -1.1386, -0.8257)
H (7.9080, 0.3786, -0.0015)
H (7.5774, -1.3184, 0.6907)
C (-9.0805, -0.4226, 0.9232)
Br (-7.1415, -0.4677, 0.8844)
Br (-9.8425, -0.5707, -0.8554)
Br (-9.8087, -1.7537, 2.1330)
H (-9.3688, 0.5530, 1.3126)
C (10.8028, 2.4061, -1.2581)
Br (11.3612, 0.5510, -1.3550)
Br (9.2890, 2.7644, -2.4179)
Br (10.4593, 2.9608, 0.5688)
H (11.6336, 3.0085, -1.6232)
C (5.7957, -3.3232, 3.7429)
Br (6.5128, -5.0681, 4.1968)
Br (4.3572, -2.8018, 4.9357)
Br (7.1853, -1.9731, 3.6567)
H (5.3683, -3.4037, 2.7436)
C (-11.4927, 2.2958, -4.0704)
Br (-10.2256, 3.1738, -2.8925)
Br (-10.9361, 0.4900, -4.5101)
Br (-13.2946, 2.3400, -3.3533)
H (-11.5063, 2.8606, -5.0017)

Computed properties:
HOMO level = -8.9 eV
HOMO-LUMO gap = 7.2 eV
E_tot = -33017.29675 hartree
F_max = 0.10401 hartree/bohr

---

Formula: C43H67IrN11SbSi3
Source: the Open Molecules 2025 dataset
Level of theory: ωB97M-V with the def2-TZVPD basis set

Cartesian coordinates (Å):
Ir (0.7770, 1.0112, 1.8013)
C (-1.1128, -2.7845, 2.7121)
C (-0.1786, -3.5815, 3.3723)
C (1.0452, -3.0394, 3.6730)
C (1.3499, -1.7055, 3.3421)
N (0.4317, -0.9400, 2.6959)
C (-0.7635, -1.4988, 2.3954)
N (2.6064, -1.3045, 3.7190)
C (3.0495, -0.0977, 3.6391)
N (2.4021, 1.0118, 3.1613)
C (3.2546, 2.1008, 3.2545)
N (2.9974, 3.3325, 3.0106)
C (1.7187, 3.8298, 2.8516)
C (1.6161, 5.2268, 2.9412)
C (0.3847, 5.8295, 2.9722)
C (-0.7552, 5.0280, 2.9102)
C (-0.5933, 3.6744, 2.7685)
N (0.6109, 3.0672, 2.7094)
C (4.5632, 1.6291, 3.7496)
C (5.7433, 2.3027, 3.9966)
C (6.7943, 1.5601, 4.5259)
C (6.6523, 0.2019, 4.8078)
C (5.4547, -0.4646, 4.5674)
C (4.4221, 0.2785, 4.0299)
H (-2.0931, -3.1513, 2.4414)
H (-0.4081, -4.6052, 3.6406)
H (1.8144, -3.5990, 4.1852)
H (-1.4547, -0.8694, 1.8590)
H (2.5370, 5.7855, 3.0237)
H (0.3013, 6.9046, 3.0691)
H (-1.7499, 5.4464, 2.9790)
H (-1.4561, 3.0289, 2.7143)
H (5.8394, 3.3607, 3.7906)
H (7.7397, 2.0447, 4.7326)
H (7.4897, -0.3388, 5.2288)
H (5.3320, -1.5153, 4.7963)
C (2.4216, -2.2377, -0.2502)
N (2.8226, -0.8947, 0.1346)
C (4.1146, -0.7896, 0.8130)
C (2.4628, 0.1932, -0.6643)
N (1.8330, 1.1682, -0.0385)
C (1.8138, 2.5339, -0.4138)
C (2.9904, 3.2392, -0.6348)
C (2.9486, 4.6119, -0.8028)
C (1.7317, 5.2733, -0.6981)
C (0.5605, 4.5719, -0.4611)
C (0.5686, 3.1800, -0.3482)
N (-0.5331, 2.3591, -0.0217)
C (-1.7580, 2.7142, -0.3402)
N (-2.0802, 3.5830, -1.3605)
C (-1.3634, 3.5806, -2.6228)
C (-2.9629, 4.7213, -1.1516)
N (-2.8254, 2.1751, 0.3130)
C (-2.6643, 1.2258, 1.3930)
C (-4.1794, 2.1719, -0.2342)
N (2.7359, 0.1926, -1.9755)
C (3.8206, -0.6333, -2.5202)
C (2.1019, 1.0960, -2.9333)
H (3.1943, -2.7918, -0.7934)
H (2.1907, -2.8016, 0.6574)
H (1.5153, -2.1898, -0.8551)
H (4.1255, -1.4613, 1.6700)
H (4.2645, 0.2307, 1.1687)
H (4.9487, -1.0608, 0.1562)
H (3.9368, 2.7092, -0.6421)
H (3.8617, 5.1658, -0.9747)
H (1.6959, 6.3522, -0.7851)
H (-0.3656, 5.1148, -0.3375)
H (-0.7385, 2.6939, -2.6945)
H (-0.7325, 4.4640, -2.7466)
H (-2.0895, 3.5579, -3.4394)
H (-3.3817, 4.7024, -0.1485)
H (-3.7825, 4.7296, -1.8740)
H (-2.4017, 5.6540, -1.2715)
H (-1.6437, 1.2864, 1.7720)
H (-2.8335, 0.2135, 1.0117)
H (-3.3771, 1.4235, 2.1959)
H (-4.5538, 1.1460, -0.2432)
H (-4.1911, 2.5470, -1.2509)
H (-4.8519, 2.7734, 0.3801)
H (4.7665, -0.4154, -2.0278)
H (3.9266, -0.3893, -3.5726)
H (3.6041, -1.6946, -2.4449)
H (1.1642, 1.4671, -2.5378)
H (1.8974, 0.5338, -3.8428)
H (2.7477, 1.9432, -3.1692)
C (-2.0081, -5.6541, -2.7112)
Si (-0.7572, -4.4976, -1.9425)
C (0.0273, -5.2835, -0.4240)
C (0.5398, -4.0286, -3.2220)
Sb (-1.9562, -2.3521, -1.1750)
Si (-4.1359, -3.3710, -0.2559)
C (-5.2655, -3.7499, -1.6951)
C (-4.9201, -2.1043, 0.8783)
C (-3.7320, -4.9292, 0.7081)
Si (-2.5855, -1.2724, -3.4167)
C (-4.0564, -0.1475, -3.1694)
C (-2.9185, -2.5509, -4.7347)
C (-1.0925, -0.2294, -3.8579)
H (-1.4971, -6.5649, -3.0396)
H (-2.4883, -5.2092, -3.5848)
H (-2.7879, -5.9504, -2.0063)
H (-0.2237, -6.3459, -0.3689)
H (-0.3055, -4.8131, 0.5034)
H (1.1169, -5.2078, -0.4627)
H (0.6186, -4.8190, -3.9736)
H (1.5248, -3.9116, -2.7666)
H (0.2953, -3.1017, -3.7459)
H (-5.6236, -2.8347, -2.1709)
H (-6.1397, -4.3079, -1.3468)
H (-4.7652, -4.3573, -2.4525)
H (-5.2647, -1.2303, 0.3190)
H (-4.2327, -1.7633, 1.6578)
H (-5.7907, -2.5415, 1.3768)
H (-2.8654, -5.4675, 0.3200)
H (-4.5871, -5.6104, 0.6703)
H (-3.5457, -4.7108, 1.7624)
H (-4.9609, -0.6953, -2.8990)
H (-4.2604, 0.3913, -4.0998)
H (-3.8544, 0.5925, -2.3899)
H (-3.7604, -3.1947, -4.4718)
H (-2.0450, -3.1816, -4.9158)
H (-3.1655, -2.0496, -5.6757)
H (-0.2516, -0.8549, -4.1696)
H (-0.7804, 0.3506, -2.9853)
H (-1.3179, 0.4606, -4.6765)

Computed properties:
HOMO level (alpha / beta) = -11.6 / -11.6 eV
HOMO-LUMO gap (alpha / beta) = 6.0 / 4.2 eV
spin multiplicity = 5
E_tot = -3493.64832 hartree
charge = +2
F_max = 0.01161 hartree/bohr